111
Properties=species:S:1:pos:R:3:forces:R:3:mulliken_charge:R:1 method="wB97M-V/def2-TZVPD" energy_ev=-115018.43817 orbital_gap_ev=5.20 lumo_ev=3.7994 total_charge=-2
Ba 0.663525 1.099027 0.524438 -6.4592 -0.9619 -2.9930 0.596
N -0.245807 -1.885996 -3.740470 0.1619 0.0288 0.1305 -0.556
C 0.179160 -1.451401 -2.481153 0.0648 -0.0448 0.2198 0.342
S 0.907477 0.107931 -2.443708 -0.1500 -0.2217 -0.0994 -0.322
N 0.019279 -2.369598 -1.554989 -0.2537 0.3983 -0.0295 -0.820
N 0.134514 -2.031332 -0.231966 0.0543 0.5306 -0.6495 0.147
C 0.609962 -2.927803 0.539083 0.2738 -0.2891 0.2898 0.443
C 1.280801 -4.199646 0.115461 -0.1740 0.0552 0.0930 0.221
C 2.341726 -4.685845 0.886339 0.1027 -0.0217 0.0352 -0.261
C 3.025993 -5.841606 0.524399 -0.1010 0.1313 -0.0028 -0.754
C 2.656443 -6.547721 -0.614733 0.0032 0.0736 0.0252 -0.376
C 1.600702 -6.078026 -1.385669 0.0096 0.1304 0.1508 -0.624
C 0.921693 -4.914251 -1.032249 0.0438 -0.2681 -0.0459 -0.299
C 0.567649 -2.664608 2.020265 0.4920 0.2119 -0.0010 -0.306
C -0.263766 -3.430664 2.825215 -0.0921 -0.1974 0.0035 -0.319
C -0.217829 -3.269586 4.196679 -0.0423 -0.0616 0.0755 -0.619
C 0.671606 -2.357234 4.737403 0.0738 0.0537 0.0105 -0.545
C 1.463375 -1.622107 3.870186 -0.0831 0.0014 -0.5913 -0.664
N 1.410911 -1.753389 2.533250 -0.2265 -0.1410 0.2518 0.383
H -0.401933 -1.116086 -4.368321 -0.0216 0.0671 -0.0624 0.247
H -1.004904 -2.548883 -3.691916 -0.0120 0.0027 0.0221 0.240
H 2.660547 -4.125246 1.761805 -0.0638 -0.1037 -0.0766 0.406
H 3.854401 -6.184329 1.131767 0.0205 0.0057 0.0158 0.373
H 3.193924 -7.446719 -0.902847 -0.0520 0.0696 0.0309 0.384
H 1.306040 -6.614476 -2.278536 -0.0303 -0.0064 -0.0401 0.372
H 0.123410 -4.533892 -1.649946 0.0507 -0.0666 0.0545 0.527
H -0.937633 -4.148093 2.369170 0.0451 0.0485 0.0138 0.551
H -0.872930 -3.843410 4.840165 0.0145 0.0199 -0.0260 0.408
H 0.739513 -2.206095 5.807184 0.0005 0.0209 -0.0327 0.340
H 2.185116 -0.896600 4.236490 -0.0530 -0.0210 -0.0569 0.713
N 7.289788 5.205751 -0.427684 -0.1006 -0.0785 0.1691 -0.608
C 6.358175 4.249001 0.007454 0.0653 0.0061 0.0009 1.078
C 4.994396 4.467934 -0.159162 -0.0142 0.0324 -0.0459 -0.740
C 4.075950 3.546947 0.316615 0.0939 -0.1077 -0.0907 -0.958
C 4.514124 2.401581 0.964757 0.1162 0.1793 -0.0634 -0.207
C 5.874629 2.173052 1.143154 -0.1149 0.0598 0.0217 -0.367
C 6.788628 3.092316 0.665144 0.0288 0.0580 -0.0456 -0.813
S 3.328423 1.253873 1.586889 2.0699 -0.0735 1.0266 2.060
O 3.916187 0.634077 2.744904 0.1106 -0.0354 0.1238 -0.925
O 2.144309 2.089217 1.876159 2.1079 0.9331 1.4356 -0.390
N 2.854334 0.251093 0.483252 2.8795 -1.0542 -0.5192 0.260
C 3.745665 -0.644265 -0.139431 -0.3291 0.3945 0.5262 -0.514
N 5.066902 -0.456503 -0.040742 0.1999 0.0267 -0.0907 -0.330
C 5.849614 -1.273626 -0.746241 -0.1803 0.2472 0.2446 -0.262
C 5.360285 -2.297028 -1.527941 -0.1125 0.0160 0.0004 -1.083
C 3.981281 -2.458407 -1.489818 -0.2822 0.1144 0.1518 -0.059
N 3.182813 -1.651550 -0.806773 -0.0892 -0.2467 -0.1151 0.287
H 6.962116 5.786214 -1.180306 -0.0441 0.0410 -0.0904 0.234
H 8.205876 4.836102 -0.613546 0.0800 -0.0573 -0.0474 0.218
H 4.643001 5.363053 -0.663836 0.0136 -0.0526 0.0517 0.368
H 3.020617 3.741877 0.187980 0.0682 -0.0069 0.0320 0.643
H 6.196540 1.272914 1.648762 -0.0228 0.0609 -0.0250 0.444
H 7.852083 2.916259 0.791514 -0.0167 0.0165 0.0312 0.255
H 6.917541 -1.097308 -0.663930 0.0453 0.0489 0.0182 0.398
H 6.003659 -2.939105 -2.110692 0.0125 -0.0429 0.0146 0.393
H 3.492091 -3.278782 -2.012275 -0.0098 0.0746 0.0204 0.406
N 0.767241 5.986655 2.680277 -0.0234 0.2993 -0.5520 -0.767
N 0.429903 5.655634 1.362993 0.2966 0.0986 0.3338 1.193
N -0.789959 5.772789 0.901009 0.1531 -0.1050 -0.1267 -0.981
C -0.629610 5.339263 -0.351839 0.1703 -0.0878 -0.1915 -0.100
N 0.648018 5.000501 -0.606701 0.0429 0.1983 0.3283 -0.193
N 1.321441 5.228122 0.518291 -0.7309 -0.0760 -0.2639 -0.515
H -0.033968 5.722623 3.234560 -0.1524 -0.1405 0.1990 0.389
H 1.531239 5.372104 2.930977 0.0956 -0.1758 0.0890 0.389
H -1.445000 5.211345 -1.058388 0.2071 -0.0121 0.1785 0.490
C 1.332858 3.994555 6.065897 -0.0671 -0.0830 -0.1191 -0.669
C 0.171328 4.598778 5.595581 -0.0570 -0.1270 -0.0119 -0.242
C -0.695841 3.898434 4.751254 0.0159 -0.0470 0.1260 -0.775
C -0.436825 2.582175 4.334126 0.0210 0.0869 0.1753 0.510
C 0.746593 2.007463 4.827303 0.0220 0.1230 -0.0172 0.020
C 1.613909 2.684293 5.679231 -0.1064 0.0280 -0.0372 -0.561
Si -1.554707 1.589284 3.075983 0.0063 0.1153 0.6397 -0.554
C -2.097982 0.088332 4.183366 0.0583 -0.2290 0.0618 0.408
C -2.772267 -0.966008 3.544415 -0.0236 0.0294 0.0489 -0.717
C -3.288315 -2.054752 4.244573 0.0394 0.1536 0.0177 -0.606
C -3.114224 -2.142409 5.621711 0.0474 0.1870 0.0020 -0.411
C -2.415969 -1.132013 6.281348 -0.0014 0.0192 -0.2116 -0.688
C -1.924232 -0.034865 5.571484 -0.1036 -0.1069 -0.0275 0.234
C -3.138710 2.664613 3.252497 -0.3445 -0.0640 -0.0541 -0.017
C -4.189002 2.384886 4.141565 0.0184 0.1620 -0.0431 -0.080
C -5.304413 3.214968 4.239757 0.1230 -0.0055 -0.0700 -0.777
C -5.400021 4.357172 3.449775 0.1271 -0.1087 0.0160 -0.420
C -4.378519 4.650405 2.553668 0.0227 -0.0565 0.0612 -0.547
C -3.275990 3.807285 2.454762 -0.0641 -0.0241 -0.0571 -0.373
H 2.010434 4.534880 6.719424 -0.0405 -0.0342 -0.0274 0.315
H -0.067901 5.618125 5.897542 0.0107 -0.1280 -0.0466 0.349
H -1.614988 4.382460 4.421429 0.1102 -0.0290 0.0555 0.499
H 1.003473 0.998748 4.517077 0.0086 0.0300 0.0254 0.171
H 2.515984 2.192354 6.035384 -0.0791 0.0568 -0.0745 0.423
H -2.904000 -0.924718 2.462320 0.0210 -0.0115 0.1478 0.323
H -3.817642 -2.840919 3.713271 0.0318 0.0591 0.0150 0.348
H -3.520587 -2.983804 6.175643 0.0579 0.0313 -0.0286 0.358
H -2.257459 -1.195836 7.353677 -0.0299 0.0236 -0.0170 0.350
H -1.407856 0.751086 6.119861 -0.0316 -0.0747 -0.0939 0.326
H -4.135711 1.502511 4.775249 -0.0095 0.0921 -0.0734 0.286
H -6.102204 2.967449 4.934138 0.0338 0.0093 -0.0206 0.367
H -6.265441 5.004728 3.524503 -0.0282 0.0076 -0.0033 0.329
H -4.442988 5.525537 1.915880 0.0044 -0.0375 0.0117 0.426
H -2.512060 4.040366 1.717819 -0.0661 -0.0289 0.0472 0.361
S -2.523766 2.880925 -1.907308 0.1059 0.1087 -0.1177 -0.350
C -2.122067 3.719811 -3.388692 0.0306 0.0726 -0.1252 -0.026
C -0.820552 4.196563 -3.672737 -0.1038 0.0200 -0.1314 -0.417
C -0.532166 4.916987 -4.830432 -0.0818 -0.1173 0.1651 -0.523
C -1.516618 5.183747 -5.777753 -0.1056 -0.1170 0.1399 -0.404
C -2.803323 4.696334 -5.540092 0.0861 -0.0956 0.1935 -0.294
C -3.097498 3.984537 -4.381609 0.1447 0.0984 -0.0359 -0.485
H -0.031154 3.979175 -2.963045 -0.0081 0.0443 -0.0146 0.343
H 0.482203 5.271929 -4.995013 -0.0426 -0.0464 0.0342 0.332
H -1.288770 5.743165 -6.678473 -0.0078 -0.0142 0.0177 0.334
H -3.587220 4.873509 -6.271333 -0.0091 -0.0096 0.0325 0.297
H -4.102156 3.612886 -4.208776 0.0336 0.0395 -0.0207 0.305